Entry 1:
The following is a quantum chemistry calculation of a molecular structure, C6H6O5Yb at a distorted geometry, from OMol25.

As for the multiplicity: 2. As for the HOMO energy (alpha / beta): -21.1 / -20.8 eV. For the LUMO energy (alpha / beta), the calculation gives -0.448 / -0.615 hartree. As for the expectation value of S²: 0.7553. The value obtained for the strongest force on any atom is 5.9 eV/Å. The total energy comes out at -48051.75723 eV. The HOMO-LUMO gap (alpha / beta) comes out at 8.87 / 4.01 eV. The relative energy (zero: lowest compared OMol25 entry of this formula, charge and spin) comes out at 7.1 kJ/mol. The charge is +3.

Element x y z (Å)
Yb1 0.0533 0.0312 0.6464
O1 3.5499 -0.1512 1.3299
O2 0.1241 -0.0667 3.1042
O3 -3.5078 0.1833 1.3462
O4 -0.2128 -3.4698 1.4794
O5 0.1167 3.4585 1.7786
C1 -0.0853 -0.6461 -3.5700
C2 -0.0221 0.6806 -3.5060
C3 0.0297 2.4142 1.3127
C4 -2.3725 0.1313 1.1589
C5 2.5564 -0.0883 0.7836
C6 -0.1965 -2.3807 1.1139
H1 -1.0410 -1.1760 -3.6681
H2 0.1058 0.6848 3.7382
H3 0.9345 1.2182 -3.5296
H4 0.0745 -0.8617 3.6796
H5 -0.9230 1.3057 -3.5514
H6 0.8160 -1.2673 -3.6466

---

Entry 2:
The following is a quantum chemistry calculation of a single C5H7NO molecule at a distorted geometry, from OMol25.

As for the HOMO energy: -9.1 eV. For the LUMO energy, the calculation gives 0.020 hartree. The SMILES is CC[C@@]1(C#N)CO1. The value obtained for the strongest force on any atom is 3.6 eV/Å. The total energy comes out at -8832.68275 eV. The HOMO-LUMO gap comes out at 9.64 eV. The relative energy (zero: lowest compared OMol25 entry of this formula, charge and spin) comes out at 339.6 kJ/mol.

Element x y z (Å)
O1 -0.7252 1.0665 -1.5109
N1 -1.8406 -1.8945 -0.0933
C1 -1.2372 -0.9259 -0.3157
C2 -1.5763 1.5023 -0.5796
C3 -0.4122 0.1552 -0.5157
C4 1.3812 -0.9591 0.8981
C5 1.0188 0.1124 -0.0800
H1 -1.3156 2.0540 0.2829
H2 1.6323 0.0103 -0.9692
H3 1.2848 1.0720 0.3410
H4 0.7915 -0.8546 1.7963
H5 -2.5941 1.5107 -0.9114
H6 1.1585 -1.9299 0.4815
H7 2.4341 -0.9192 1.1760

---

Entry 3:
The following is a quantum chemistry calculation of a molecular structure, C31H40BrGeN5Rh at a distorted geometry, from OMol25.

As for the HOMO energy (alpha / beta): -2.3 / -2.3 eV. For the LUMO energy (alpha / beta), the calculation gives 0.096 / 0.096 hartree. The value obtained for the strongest force on any atom is 1.2 eV/Å. The total energy comes out at -169810.83125 eV. The HOMO-LUMO gap (alpha / beta) comes out at 4.88 / 4.88 eV. The charge is -1.

Element x y z (Å)
Rh1 -0.2217 0.6947 -0.7630
Br1 -0.0199 3.1961 -2.7646
Ge1 3.0796 1.7916 0.0692
N1 -0.3481 2.6776 -0.0465
N2 -0.1564 -0.9938 -2.0200
N3 -0.4771 -1.2437 1.1239
N4 2.0987 -0.8348 0.3370
N5 -2.1987 0.4683 -1.4523
C1 2.9188 -3.5237 2.7972
C2 1.5716 0.5528 0.2676
C3 -0.5631 3.0663 1.2444
C4 -0.9893 4.3202 1.6022
C5 1.0393 -1.7700 -2.3026
C6 -2.7221 -0.6440 2.1651
C7 -3.2577 1.3325 -0.9583
C8 -1.2048 5.2857 0.5999
C9 -2.4934 -0.6336 -2.0872
C10 2.0479 -3.8251 3.7968
C11 -1.4234 -2.8745 -2.8046
C12 2.8433 -2.5557 1.7683
C13 0.4352 -1.7037 1.9025
C14 -1.8695 -1.6172 1.3471
C15 -3.8852 0.7642 0.3208
C16 -3.8205 -3.2749 -3.4742
C17 2.3224 -0.9737 -2.1083
C18 3.8218 2.1187 -1.7185
C19 -1.3125 -1.5262 -2.3338
C20 -3.8247 -0.9361 -2.5333
C21 2.9766 -1.2188 -0.7515
C22 -0.9269 4.9282 -0.7228
C23 1.8544 -1.6600 1.3805
C24 0.1121 -2.3399 3.1844
C25 4.6117 1.1778 1.1790
C26 -4.3748 -2.0441 -3.1332
C27 -0.4976 3.6471 -0.9885
C28 -2.8992 0.7211 1.5033
C29 0.7729 -3.2212 3.9699
C30 2.6448 3.5640 0.7949
C31 -2.4900 -3.6118 -3.2808
H1 4.7316 2.7115 -1.5955
H2 -2.3196 -1.6974 0.3529
H3 -0.5027 -3.4362 -2.7500
H4 0.9855 -2.1326 -3.3362
H5 2.3494 -4.5676 4.5255
H6 1.2548 0.7884 1.2948
H7 3.8620 -4.0629 2.8208
H8 -1.1453 4.5461 2.6488
H9 -1.9388 -2.6161 1.7941
H10 1.9257 4.1042 0.1809
H11 -4.2710 -0.2378 0.1039
H12 -1.0217 5.6335 -1.5362
H13 -4.0330 1.5127 -1.7101
H14 -3.7008 -1.1156 2.3135
H15 3.9389 -0.6922 -0.7046
H16 -5.4323 -1.9368 -3.3643
H17 3.5668 4.1489 0.8476
H18 -4.7492 1.3831 0.5807
H19 -0.3717 2.3076 1.9929
H20 -1.9207 1.0241 1.1368
H21 -2.8180 2.3065 -0.7360
H22 -2.2838 -0.5101 3.1590
H23 3.0583 -1.2683 -2.8640
H24 1.0786 -2.6655 -1.6631
H25 4.0818 1.1907 -2.2286
H26 5.1558 2.0368 1.5785
H27 -4.5325 -0.1337 -2.3811
H28 3.1875 -2.2851 -0.6661
H29 -1.5515 6.2817 0.8411
H30 -0.8769 -2.0851 3.5417
H31 2.1001 0.0846 -2.2488
H32 0.2245 -3.5422 4.8519
H33 3.1213 2.6710 -2.3449
H34 5.3169 0.5734 0.6043
H35 2.2368 3.4739 1.8029
H36 4.2542 0.5757 2.0174
H37 -3.1966 1.4534 2.2576
H38 -4.4760 -4.0233 -3.9015
H39 3.7694 -2.4447 1.2183
H40 -2.2323 -4.6350 -3.5447

---

Entry 4:
The following is a quantum chemistry calculation of a single C6H5NO4 molecule at a distorted geometry, from OMol25.

As for the HOMO energy: -9.2 eV. For the LUMO energy, the calculation gives -0.046 hartree. The SMILES is O=[N+]([O-])c1cccc(O)c1O. The value obtained for the strongest force on any atom is 4.3 eV/Å. The total energy comes out at -15979.24156 eV. The HOMO-LUMO gap comes out at 7.97 eV. The relative energy (zero: lowest compared OMol25 entry of this formula, charge and spin) comes out at 289.4 kJ/mol.

Element x y z (Å)
O1 2.7930 -1.0441 0.0882
O2 -2.8125 0.7128 0.4279
O3 -2.2050 -1.3236 -0.1877
O4 0.3384 -1.9501 -0.0651
N1 -1.9595 -0.1379 -0.0409
C1 0.4653 -0.6165 0.1194
C2 -0.6076 0.2649 -0.1469
C3 -0.3768 1.6005 -0.2502
C4 1.7631 -0.1136 0.0557
C5 0.8647 2.1307 -0.0292
C6 1.9587 1.2101 0.0535
H1 2.3364 -1.8556 0.1065
H2 1.0394 3.1650 -0.2821
H3 -1.3078 2.2479 -0.5333
H4 -0.6831 -2.0161 -0.1573
H5 3.0163 1.4077 0.2319

---

Entry 5:
The following is a quantum chemistry calculation of a gas-phase ion, CH6NS2 (charge +1) at a distorted geometry, from OMol25.

As for the HOMO energy: -14.1 eV. For the LUMO energy, the calculation gives -0.144 hartree. The SMILES is [NH3+]C(S)S. The value obtained for the strongest force on any atom is 5.0 eV/Å. The total energy comes out at -24286.98447 eV. The HOMO-LUMO gap comes out at 10.20 eV. The relative energy (zero: lowest compared OMol25 entry of this formula, charge and spin) comes out at 41.9 kJ/mol. The charge is +1.

Element x y z (Å)
S1 0.0728 1.9467 -0.2195
S2 -2.2042 -0.0814 0.0896
N1 0.5186 -0.7779 -0.2931
C1 -0.5395 0.3435 0.3181
H1 -0.4284 0.3316 1.4322
H2 1.1871 -0.2674 -0.8616
H3 -0.1734 -1.4713 -0.7875
H4 -2.1290 -0.1233 -1.2411
H5 0.3821 2.4713 0.9815
H6 0.8667 -1.2205 0.5047

---

Entry 6:
The following is a quantum chemistry calculation of a molecular structure, C24H25N4OTi at a distorted geometry, from OMol25.

As for the multiplicity: 3. As for the HOMO energy (alpha / beta): -2.9 / -4.4 eV. For the LUMO energy (alpha / beta), the calculation gives 0.097 / 0.095 hartree. As for the expectation value of S²: 2.0081. The value obtained for the strongest force on any atom is 2.9 eV/Å. The total energy comes out at -56414.18295 eV. The HOMO-LUMO gap (alpha / beta) comes out at 5.52 / 7.02 eV. The charge is -1.

Element x y z (Å)
Ti1 0.0911 -0.4541 0.0017
O1 0.0852 -1.4121 -1.7478
N1 1.5245 -1.4543 -3.8415
N2 -1.7137 -0.6719 0.8845
N3 -6.1895 -0.7991 1.8899
N4 -3.7331 -1.1102 2.1536
C1 -0.7183 2.0289 0.8563
C2 -2.7811 -0.8010 1.3732
C3 0.5202 -1.2469 2.1048
C4 2.4126 -0.1373 1.3812
C5 3.6320 3.2431 -3.3629
C6 1.0499 2.2085 -0.6244
C7 2.3697 3.2934 -3.9438
C8 1.2118 -1.2284 -2.5123
C9 -0.0542 1.5223 -1.3155
C10 2.3617 0.8844 -4.2739
C11 1.1363 -2.0350 1.0034
C12 4.5761 -1.0384 -0.4607
C13 2.3009 -1.3062 0.5611
C14 3.6352 0.8420 -3.6549
C15 3.1233 -1.5295 -0.6979
C16 1.7458 2.1203 -4.3824
C17 -1.1558 1.5249 -0.4118
C18 2.9406 -2.9441 -1.2436
C19 1.3282 -0.0537 2.2671
C20 2.2809 -0.5529 -1.6396
C21 0.6446 2.4225 0.7229
C22 1.6976 -0.3127 -4.8959
C23 -5.0203 -0.8923 1.9785
C24 4.2160 2.0082 -3.1170
H1 1.1748 0.6996 3.0731
H2 0.9334 -3.0842 0.7802
H3 0.7065 -0.0017 -5.2793
H4 0.7678 2.1857 -4.8645
H5 1.6766 0.2187 -1.1123
H6 5.1474 1.9220 -2.5583
H7 2.9370 0.2145 -2.1170
H8 -0.0692 1.2445 -2.4000
H9 1.2367 2.8299 1.5518
H10 2.3491 -0.6499 -5.7471
H11 -0.2959 -1.6181 2.7647
H12 4.5633 -0.0050 -0.0718
H13 4.1283 4.1531 -3.0306
H14 5.1723 -1.0745 -1.3823
H15 1.6073 -2.4507 -4.1937
H16 5.1355 -1.6404 0.2795
H17 -2.1961 1.2402 -0.6249
H18 4.0663 -0.1320 -3.4227
H19 3.2435 0.5518 1.3157
H20 3.4101 -3.7848 -0.6968
H21 1.8560 -3.1209 -1.3170
H22 1.8677 4.2514 -4.0681
H23 3.4351 -2.9560 -2.2279
H24 1.9582 2.6326 -1.1166
H25 -1.3103 2.4089 1.6959